An isolated ion of composition C5H10FN2 and charge +1 at a distorted geometry, computed with ωB97M-V/def2-TZVPD.

CARTESIAN COORDINATES (ANGSTROEM)
C1 1.64686 0.84701 -0.70714
N1 0.68524 -0.26837 -0.88860
C2 -0.24767 -0.20302 0.35114
C3 -1.15997 -1.50220 0.57033
C4 -1.03508 1.06333 0.27862
C5 -1.97771 1.95936 0.37049
N2 -0.97176 2.23645 -0.59824
F1 -1.41369 1.74150 -1.91369
H1 1.90065 1.04546 0.37932
H2 2.70450 0.62343 -1.24748
H3 1.17413 1.72618 -1.21212
H4 0.20558 0.07631 -1.70493
H5 1.34226 -1.05035 -1.01394
H6 0.51230 -0.02308 1.20193
H7 -1.45112 -1.63019 1.62620
H8 -2.17353 -1.29330 0.03542
H9 -0.65950 -2.39022 0.18527
H10 -2.96299 2.25967 0.57876

The value obtained for the orbital gap is 0.3849 hartree. The SMILES is C[NH2+][C@H](C)C1=CN1F. The value obtained for the energy relative to the best compared isomer or geometry (same formula, charge and spin) is 6.071 eV. As for the net charge: +1. Its lowest unoccupied orbital energy is -3.60 eV. As for the highest occupied orbital energy: -14.07 eV.



C20H34BrN2O6SiTa as an isolated structure at a distorted geometry, computed with ωB97M-V/def2-TZVPD.

CARTESIAN COORDINATES (ANGSTROEM)
Ta1 -0.81731 0.02581 0.82068
O1 -3.71961 -0.16099 1.05048
C1 -4.27941 1.00121 1.66998
C2 -3.39281 1.45191 2.83328
N1 -2.05501 1.88131 2.40178
C3 -2.08561 2.97921 1.45218
C4 -2.10041 2.50591 -0.02972
O2 -2.40141 3.23651 -0.92582
O3 -1.64671 1.27771 -0.19482
C5 -1.11301 1.96741 3.50578
C6 -0.09581 0.78491 3.57698
O4 0.62209 0.64601 4.51698
O5 -0.07941 0.02391 2.49348
H1 -4.35731 -0.88379 1.11248
H2 -4.37431 1.78361 0.90918
H3 -5.27621 0.78671 2.06008
H4 -3.89471 2.26401 3.37358
H5 -3.27201 0.60421 3.51298
H6 -2.94641 3.64471 1.59298
H7 -1.17981 3.58911 1.54448
H8 -0.50781 2.87761 3.44178
H9 -1.61821 1.98641 4.47708
O6 -0.01901 -6.91599 1.46638
C7 -0.14971 -5.64189 1.17138
C8 0.38149 -5.03979 0.01978
C9 0.18829 -3.69349 -0.18012
N2 -0.49401 -2.90559 0.65818
C10 -1.00551 -3.49389 1.73918
Br1 -2.02041 -2.35339 2.87648
C11 -0.86881 -4.82069 2.05668
H10 0.47399 -7.42019 0.79978
H11 0.94049 -5.62159 -0.69662
H12 0.59059 -3.20429 -1.05602
H13 -1.29501 -5.24539 2.94978
C12 1.14129 3.05691 -1.17712
Si1 1.27229 1.16921 -1.40912
C13 0.52809 0.50901 -3.09002
C14 0.36709 -1.01709 -3.11282
C15 1.48109 0.93061 -4.22022
C16 -0.84861 1.13341 -3.34852
C17 2.87239 0.43601 -0.55182
C18 3.07859 1.06411 0.83428
C19 2.86329 -1.08909 -0.38952
C20 4.06069 0.82121 -1.44532
H14 1.91239 3.57931 -1.74502
H15 1.26969 3.35021 -0.13602
H16 0.18429 3.44571 -1.52332
H17 1.32509 -1.52479 -3.03892
H18 -0.08141 -1.31099 -4.06042
H19 -0.29271 -1.35869 -2.30872
H20 2.45289 0.45681 -4.12582
H21 1.62079 2.00671 -4.24512
H22 1.06269 0.63301 -5.17822
H23 -1.57251 0.83681 -2.59022
H24 -1.21891 0.79001 -4.31232
H25 -0.81101 2.21811 -3.38602
H26 2.24439 0.85821 1.50978
H27 3.23179 2.13831 0.77108
H28 3.97139 0.63431 1.28328
H29 2.04189 -1.42789 0.24688
H30 3.79379 -1.39739 0.08398
H31 2.81069 -1.59669 -1.34852
H32 4.11759 1.89501 -1.59402
H33 4.00139 0.33961 -2.41622
H34 4.98859 0.50271 -0.97692

The value obtained for the orbital gap (alpha / beta) is 0.2376 / 0.2407 hartree. As for the net charge: +2. Its lowest unoccupied orbital energy (alpha / beta) is -8.10 / -7.84 eV. As for the highest occupied orbital energy (alpha / beta): -14.56 / -14.39 eV.



A 9-piece molecular cluster, H18O9 overall at a distorted geometry, computed with ωB97M-V/def2-TZVPD.

CARTESIAN COORDINATES (ANGSTROEM)
O1 -2.78900 8.78000 -30.23200
H1 -2.28000 9.56400 -30.02900
H2 -2.26500 8.31600 -30.87400
O2 1.78200 11.11900 -29.34100
H3 2.15300 11.17600 -28.43400
H4 1.09700 10.52300 -29.09600
O3 -4.07300 13.25200 -29.33200
H5 -3.55400 12.45800 -29.21700
H6 -4.49900 13.13900 -30.14200
O4 -1.60100 10.52300 -25.61400
H7 -0.63000 10.56600 -25.64900
H8 -1.98300 11.24300 -26.17700
O5 -2.23000 11.20200 -29.15100
H9 -2.77500 10.80100 -28.51100
H10 -1.45300 11.45300 -28.68700
O6 0.20800 9.33100 -28.39200
H11 0.71200 8.65700 -27.89900
H12 -0.41600 9.74100 -27.79000
O7 -4.19400 10.19000 -27.49300
H13 -4.26400 10.38200 -26.58400
H14 -4.42500 9.26100 -27.58700
O8 -0.34600 12.18300 -27.37600
H15 -0.42200 13.12100 -27.69100
H16 0.28300 12.33200 -26.69300
O9 -6.49100 11.18400 -27.98600
H17 -5.63500 10.72400 -27.93400
H18 -6.27100 12.10100 -27.71500

The value obtained for the orbital gap is 0.3688 hartree. The SMILES is O.O.O.O.O.O.O.O.O. The value obtained for the energy relative to the best compared isomer or geometry (same formula, charge and spin) is 2.887 eV. Its lowest unoccupied orbital energy is -0.45 eV. As for the highest occupied orbital energy: -10.49 eV.



A 2-piece molecular cluster, C4H2F2O overall at a distorted geometry, computed with ωB97M-V/def2-TZVPD.

CARTESIAN COORDINATES (ANGSTROEM)
C1 -1.20220 -0.13924 -2.10696
C2 -1.11008 -0.11432 -0.72964
C3 0.11067 -0.59735 -1.82742
C4 -0.79585 -0.14987 0.51964
O1 -1.12669 -0.36345 1.75020
F1 0.40897 -1.88598 -1.41660
F2 0.78041 0.93825 0.80212
H1 0.96568 0.01294 -1.98451
H2 -0.26275 -0.38221 2.17365

The value obtained for the orbital gap is 0.2922 hartree. The value obtained for the energy relative to the best compared isomer or geometry (same formula, charge and spin) is 6.607 eV. Its lowest unoccupied orbital energy is -1.59 eV. As for the highest occupied orbital energy: -9.54 eV.